{"formula": "C12H23BeBr2F3I2O2SiTa", "method": "the ωB97M-V functional and the def2-TZVPD basis", "symbols": ["Ta", "I", "I", "Br", "Br", "Si", "F", "F", "F", "O", "O", "C", "C", "C", "C", "C", "C", "C", "C", "C", "C", "C", "C", "Be", "H", "H", "H", "H", "H", "H", "H", "H", "H", "H", "H", "H", "H", "H", "H", "H", "H", "H", "H", "H", "H", "H", "H"], "coordinates": [[0.18, -0.46, -0.36], [1.66, -2.46, 4.43], [-1.39, -1.28, 3.20], [1.07, 1.75, 3.41], [2.90, 5.45, 1.26], [-2.42, -0.81, -0.50], [3.22, 2.75, 2.05], [1.72, 4.64, 3.59], [0.21, 4.79, 1.83], [2.13, 0.40, -3.60], [1.26, 1.16, -2.84], [1.80, 2.86, 1.95], [-2.90, -0.84, -2.38], [-3.44, 0.56, 0.37], [1.48, 4.42, 2.22], [0.32, -1.24, 1.81], [-0.02, 1.76, 0.31], [2.92, -1.75, 1.59], [0.44, -2.62, -1.22], [-2.96, -2.55, 0.16], [1.43, 2.39, 0.48], [1.55, -1.72, 2.37], [0.09, 0.33, -2.57], [-0.28, -4.39, -3.22], [2.80, -2.06, 0.50], [-2.03, -3.22, 0.24], [-3.08, 0.20, -2.77], [-0.01, -0.55, -3.26], [-3.88, -1.42, -2.42], [2.28, 1.74, 0.12], [-3.45, -2.49, 1.18], [-2.08, -1.40, -2.95], [-3.14, 0.58, 1.47], [-0.51, 2.30, -0.57], [-0.22, -2.72, -2.15], [1.46, 3.33, -0.17], [2.94, 0.32, -3.05], [-3.63, -3.08, -0.59], [-4.56, 0.35, 0.27], [3.70, -2.43, 2.06], [-0.80, 1.03, -2.60], [3.36, -0.70, 1.61], [2.02, -0.30, -0.51], [0.17, -3.36, -0.40], [-0.72, 1.92, 1.19], [1.53, -2.76, -1.49], [-3.16, 1.56, -0.11]], "lowdin_charge": [1.5639, 0.7890, 0.7616, 0.8192, 0.8191, 0.4558, -0.1230, -0.0308, 0.0409, -0.0521, -0.2712, -0.7409, -0.2148, -0.2455, -0.7722, -0.8672, -0.3074, -0.1942, -0.3551, -0.2519, -0.2337, -0.8414, -0.3204, 0.6375, 0.0404, 0.0165, 0.0515, 0.0619, 0.0586, 0.0970, 0.0128, 0.0099, -0.0089, 0.0683, -0.1852, 0.1190, 0.1111, 0.0494, 0.0638, 0.0725, 0.0650, 0.0855, 0.0244, 0.0180, 0.0465, 0.0129, 0.0439], "e_homo_ev": -11.3, "lumo_energy_ev": -7.71, "total_charge": 1, "gap_ev": 3.618, "spin_multiplicity": 1, "energy_ev": -191158.3430}